Molecular formula: C4H13NO
Method: DFT, ωB97M-V with the def2-TZVPD basis set

Computed properties:
DFT total energy in Ha: -290.17791
HOMO-LUMO gap in eV: 10.7
ΔE to the lowest compared entry with this formula, charge and spin in eV: 0.518

```
! RIJCOSX wB97M-V def2-TZVPD def2/J DEFGRID3
* xyz 0 1
C -0.68973 1.04538 2.47227
C -0.08939 2.23307 1.72204
C 0.94333 1.85493 0.66777
H -1.34484 0.46098 1.82340
H -1.26825 1.41797 3.31789
H 0.09078 0.38589 2.85511
H 0.35914 2.89997 2.46599
H -0.87628 2.84699 1.27535
H 0.74303 0.87565 0.21837
H 0.97529 2.54069 -0.17781
H 1.93581 1.77119 1.11378
N -0.61282 -1.93432 -0.55231
C -0.45366 -1.79709 -1.96842
O 0.78291 -1.21950 -2.38948
H 0.07477 -2.55872 -0.15124
H -0.49716 -1.04279 -0.08972
H -0.62761 -2.76051 -2.45145
H -1.21862 -1.11502 -2.34178
H 1.45521 -1.90560 -2.43229
*
```

Electronic structure analysis, Mulliken charges in units of e: number 1, C, carries -1.100; number 2, C, carries -0.188; number 3, C, carries -0.710; number 4, H, carries 0.273; number 5, H, carries 0.350; number 6, H, carries 0.295; number 7, H, carries 0.261; number 8, H, carries 0.265; number 9, H, carries -0.025; number 10, H, carries 0.314; number 11, H, carries 0.288; number 12, N, carries -0.523; number 13, C, carries -0.296; number 14, O, carries -0.537; number 15, H, carries 0.237; number 16, H, carries 0.181; number 17, H, carries 0.340; number 18, H, carries 0.276; number 19, H, carries 0.301



Molecular formula: C4H13NO
Method: DFT, ωB97M-V with the def2-TZVPD basis set

Computed properties:
DFT total energy in Ha: -290.15698
HOMO-LUMO gap in eV: 9.9
ΔE to the lowest compared entry with this formula, charge and spin in eV: 1.087

```
! RIJCOSX wB97M-V def2-TZVPD def2/J DEFGRID3
* xyz 0 1
C -0.08719 5.27681 -3.11243
C -1.20278 4.56266 -2.32744
C -1.06012 3.03820 -2.43880
H -0.13653 6.35465 -2.97399
H 0.90012 4.97190 -2.76493
H -0.28817 4.98854 -4.14412
H -1.17504 4.87312 -1.28465
H -2.15942 4.79859 -2.79844
H -0.99591 2.86329 -3.50501
H -1.90170 2.44048 -2.09924
H -0.25712 2.67548 -1.83134
N 0.06326 -6.44464 3.71155
C 1.37540 -5.92389 3.48653
O 1.89042 -5.42625 4.70464
H -0.49331 -5.89406 4.34682
H -0.42952 -6.66543 2.86067
H 1.33809 -5.04441 2.80274
H 1.99487 -6.59214 2.90023
H 2.62466 -4.85290 4.46720
*
```

Electronic structure analysis, Mulliken charges in units of e: number 1, C, carries -1.045; number 2, C, carries -0.233; number 3, C, carries -1.123; number 4, H, carries 0.299; number 5, H, carries 0.292; number 6, H, carries 0.310; number 7, H, carries 0.310; number 8, H, carries 0.249; number 9, H, carries 0.303; number 10, H, carries 0.319; number 11, H, carries 0.317; number 12, N, carries -0.522; number 13, C, carries -0.214; number 14, O, carries -0.512; number 15, H, carries 0.208; number 16, H, carries 0.206; number 17, H, carries 0.224; number 18, H, carries 0.303; number 19, H, carries 0.307



Molecular formula: C4H13NO
Method: DFT, ωB97M-V with the def2-TZVPD basis set

Computed properties:
DFT total energy in Ha: -290.06239
HOMO-LUMO gap in eV: 10.0
ΔE to the lowest compared entry with this formula, charge and spin in eV: 3.661

```
! RIJCOSX wB97M-V def2-TZVPD def2/J DEFGRID3
* xyz 0 1
C -3.24128 -0.94636 -0.46898
C -2.09849 -0.38369 -1.31257
N 3.94650 0.81569 0.94887
H -2.84340 -1.27723 0.49136
H -3.94039 -0.14976 -0.31798
H -3.40959 -1.95730 -0.87759
H -2.62067 0.00785 -2.14815
H -1.22718 -1.00883 -1.81434
H 4.16833 1.48549 1.64000
H 4.17786 -0.18491 0.81784
H 4.44132 1.29687 0.27588
C -0.00660 0.95449 0.21331
O -1.22095 0.67821 -0.66527
C 0.74950 -0.42593 0.51441
H -0.37771 1.44015 1.15878
H 0.68581 1.60614 -0.33387
H 1.69625 -0.41007 -0.04792
H -0.01338 -1.19693 0.38666
H 1.13407 -0.34389 1.53957
*
```

Electronic structure analysis, Mulliken charges in units of e: number 1, C, carries -0.940; number 2, C, carries -0.387; number 3, N, carries -0.628; number 4, H, carries 0.248; number 5, H, carries 0.314; number 6, H, carries 0.337; number 7, H, carries 0.308; number 8, H, carries 0.331; number 9, H, carries 0.199; number 10, H, carries 0.248; number 11, H, carries 0.197; number 12, C, carries -0.173; number 13, O, carries -0.467; number 14, C, carries -0.841; number 15, H, carries 0.215; number 16, H, carries 0.227; number 17, H, carries 0.147; number 18, H, carries 0.365; number 19, H, carries 0.299



Molecular formula: C4H13NO
Method: DFT, ωB97M-V with the def2-TZVPD basis set

Computed properties:
DFT total energy in Ha: -290.16666
HOMO-LUMO gap in eV: 10.5
ΔE to the lowest compared entry with this formula, charge and spin in eV: 0.824

```
! RIJCOSX wB97M-V def2-TZVPD def2/J DEFGRID3
* xyz 0 1
C -0.29227 -2.45847 -1.61702
O 0.39605 -2.29681 -0.38045
H -1.20073 -3.03499 -1.48449
H -0.53508 -1.48213 -2.07211
H 0.30510 -2.95761 -2.40479
C 0.85220 0.89252 0.87448
C -0.52122 1.20356 0.27151
C -1.55875 1.54383 1.30621
N 1.71787 0.21951 -0.16037
H 1.32309 1.74192 1.27441
H 0.68770 0.17588 1.65989
H -0.79604 0.27219 -0.23280
H -0.49976 1.92770 -0.53725
H -1.63254 0.64982 2.00072
H -1.21055 2.42596 1.92205
H -2.54140 1.74499 0.84299
H 0.91035 -1.43257 -0.50757
H 1.89266 0.80551 -0.96790
H 2.70331 0.05917 0.21248
*
```

Electronic structure analysis, Mulliken charges in units of e: number 1, C, carries -0.564; number 2, O, carries -0.509; number 3, H, carries 0.247; number 4, H, carries 0.218; number 5, H, carries 0.231; number 6, C, carries -0.679; number 7, C, carries -0.023; number 8, C, carries -1.147; number 9, N, carries -0.650; number 10, H, carries 0.437; number 11, H, carries 0.300; number 12, H, carries 0.045; number 13, H, carries 0.344; number 14, H, carries 0.282; number 15, H, carries 0.271; number 16, H, carries 0.342; number 17, H, carries 0.414; number 18, H, carries 0.210; number 19, H, carries 0.230



Molecular formula: C4H13NO
Method: DFT, ωB97M-V with the def2-TZVPD basis set

Computed properties:
DFT total energy in Ha: -290.17874
HOMO-LUMO gap in eV: 9.6
ΔE to the lowest compared entry with this formula, charge and spin in eV: 0.495

```
! RIJCOSX wB97M-V def2-TZVPD def2/J DEFGRID3
* xyz 0 1
C 0.18497 -1.18507 -1.18617
N 0.72233 -0.01214 -0.53862
C -0.89804 1.87650 -0.65236
C -0.09789 0.91615 0.24798
C -1.04021 0.16797 1.16882
H 0.44929 -2.12139 -0.68449
H -0.89330 -1.20794 -1.14917
H 0.47552 -1.21248 -2.23392
H 1.50930 0.40157 -1.00289
H -1.38708 2.61085 -0.01733
H -0.19845 2.40237 -1.30424
H -1.62210 1.31264 -1.23201
H 0.63358 1.49722 0.78678
H -1.53179 0.85586 1.85109
H -1.81599 -0.33640 0.58700
H -0.54545 -0.59671 1.76578
H 2.51975 -2.35876 1.02376
H 1.50300 -1.24838 0.96726
O 2.03256 -1.76185 1.60274
*
```

Electronic structure analysis, Mulliken charges in units of e: number 1, C, carries -0.818; number 2, N, carries -0.250; number 3, C, carries -1.340; number 4, C, carries 0.334; number 5, C, carries -1.334; number 6, H, carries 0.239; number 7, H, carries 0.255; number 8, H, carries 0.359; number 9, H, carries 0.178; number 10, H, carries 0.402; number 11, H, carries 0.368; number 12, H, carries 0.273; number 13, H, carries 0.308; number 14, H, carries 0.396; number 15, H, carries 0.324; number 16, H, carries 0.356; number 17, H, carries 0.296; number 18, H, carries 0.361; number 19, O, carries -0.708



Molecular formula: C4H13NO
Method: DFT, ωB97M-V with the def2-TZVPD basis set

Computed properties:
DFT total energy in Ha: -289.83181
HOMO-LUMO gap (spin up / spin down) in eV: 12.5 / 7.6
ΔE to the lowest compared entry with this formula, charge and spin in eV: 1.369

```
! RIJCOSX wB97M-V def2-TZVPD def2/J DEFGRID3
* xyz 1 2
C -0.00130 -0.93001 0.96244
N -0.29880 0.05449 -0.08340
C -0.00428 -0.40885 -1.45183
C -0.57271 0.66673 -2.52308
C -0.55156 -0.48163 2.35859
H -0.52790 -1.80951 0.66932
H 1.10765 -0.90694 0.90878
H -1.16753 0.58187 -0.07244
H 1.06402 -0.49499 -1.55126
H -0.69184 -1.27172 -1.71065
H -1.66683 0.61814 -2.63284
H -0.23668 1.63950 -2.20285
H -0.33703 0.18380 -3.46562
H 0.25198 -0.26913 3.05275
H -1.06681 -1.38229 2.68121
H -1.19469 0.38118 2.42338
H 1.36237 1.69793 1.13500
H 2.32103 0.58955 0.80692
O 2.21089 1.54187 0.69557
*
```

Electronic structure analysis, Mulliken charges in units of e: number 1, C, carries -0.436; number 2, N, carries 0.005; number 3, C, carries -0.290; number 4, C, carries -1.306; number 5, C, carries -1.114; number 6, H, carries 0.402; number 7, H, carries 0.400; number 8, H, carries 0.381; number 9, H, carries 0.328; number 10, H, carries 0.336; number 11, H, carries 0.413; number 12, H, carries 0.407; number 13, H, carries 0.380; number 14, H, carries 0.315; number 15, H, carries 0.343; number 16, H, carries 0.380; number 17, H, carries 0.320; number 18, H, carries 0.311; number 19, O, carries -0.577



Molecular formula: C4H13NO
Method: DFT, ωB97M-V with the def2-TZVPD basis set

Computed properties:
DFT total energy in Ha: -289.88212
HOMO-LUMO gap (spin up / spin down) in eV: 12.3 / 7.6
ΔE to the lowest compared entry with this formula, charge and spin in eV: 0.000

```
! RIJCOSX wB97M-V def2-TZVPD def2/J DEFGRID3
* xyz 1 2
C 2.23596 0.31351 0.84230
C 1.13318 -0.69585 0.46101
N -0.18175 -0.26824 0.75605
C -1.32752 -0.59898 -0.07639
C -2.61220 -0.68393 0.70872
H 1.83196 1.06797 1.51801
H 2.62630 0.72632 -0.05844
H 3.01468 -0.19433 1.40342
H 1.20415 -0.99068 -0.59027
H 1.32883 -1.61895 1.00392
H -0.25278 0.67725 1.14190
H -1.35621 0.13749 -0.89209
H -1.06773 -1.54916 -0.54553
H -3.45515 -0.61204 0.02876
H -2.67228 -1.58393 1.31135
H -2.70025 0.18056 1.37488
H 0.85099 1.23926 -3.19251
H 1.01115 2.59558 -2.58259
O 0.38867 1.85816 -2.61251
*
```

Electronic structure analysis, Mulliken charges in units of e: number 1, C, carries -1.119; number 2, C, carries -0.165; number 3, N, carries 0.033; number 4, C, carries -0.323; number 5, C, carries -1.187; number 6, H, carries 0.374; number 7, H, carries 0.294; number 8, H, carries 0.326; number 9, H, carries 0.334; number 10, H, carries 0.310; number 11, H, carries 0.337; number 12, H, carries 0.300; number 13, H, carries 0.419; number 14, H, carries 0.365; number 15, H, carries 0.335; number 16, H, carries 0.355; number 17, H, carries 0.325; number 18, H, carries 0.323; number 19, O, carries -0.637



Molecular formula: C4H13NO2
Method: DFT, ωB97M-V with the def2-TZVPD basis set

Computed properties:
DFT total energy in Ha: -365.32942
HOMO-LUMO gap (spin up / spin down) in eV: 2.1 / 9.3
ΔE to the lowest compared entry with this formula, charge and spin in eV: 1.677

```
! RIJCOSX wB97M-V def2-TZVPD def2/J DEFGRID3
* xyz -1 2
C 1.98763 -0.29976 -0.20069
N 2.13887 1.21423 -0.11466
C 1.08296 1.54489 -1.08368
C -0.16630 0.70862 -0.95703
C 0.50067 -0.63125 -0.53529
H 2.20036 -0.80196 0.80776
H 2.46804 -0.58357 -1.12901
H 1.98271 1.64464 0.78028
H 1.61659 1.19047 -2.03419
H 1.06195 2.69559 -1.12445
H -0.81610 1.03125 -0.14878
H -0.68277 0.63498 -1.89988
H 0.54515 -1.26607 -1.49100
H 0.02077 -1.21875 0.27373
H 0.25771 -4.27566 1.00302
H -0.01441 -5.83436 1.12516
O 0.33610 -5.08046 1.72039
H -4.88076 3.86976 1.75696
H -4.58832 2.53602 1.30453
O -5.05082 2.92138 1.94680
*
```

Electronic structure analysis, Mulliken charges in units of e: number 1, C, carries -1.177; number 2, N, carries -0.458; number 3, C, carries -0.705; number 4, C, carries -0.712; number 5, C, carries -1.496; number 6, H, carries 0.573; number 7, H, carries 0.434; number 8, H, carries 0.317; number 9, H, carries 0.268; number 10, H, carries 0.494; number 11, H, carries 0.248; number 12, H, carries 0.497; number 13, H, carries -0.047; number 14, H, carries 1.205; number 15, H, carries 0.350; number 16, H, carries 0.763; number 17, O, carries -1.460; number 18, H, carries 0.352; number 19, H, carries 0.399; number 20, O, carries -0.842



Molecular formula: C4H13NO2
Method: DFT, ωB97M-V with the def2-TZVPD basis set

Computed properties:
DFT total energy in Ha: -365.39139
HOMO-LUMO gap in eV: 9.1
ΔE to the lowest compared entry with this formula, charge and spin in eV: 1.391

```
! RIJCOSX wB97M-V def2-TZVPD def2/J DEFGRID3
* xyz 0 1
C -1.73850 -0.17595 -1.33514
C -1.36168 0.56028 -0.30801
N -0.20016 0.40778 0.44510
C -0.43261 -0.00603 1.85781
C -0.57997 -1.52471 1.93232
H -2.59440 0.05849 -1.95701
H -1.15716 -1.01919 -1.68441
H -2.01344 1.31958 0.12153
H 0.55893 -0.15550 0.07912
H 0.31450 0.42409 2.51794
H -1.44937 0.34710 2.04741
H -1.15871 -1.95028 2.74186
H -1.13540 -1.82067 1.03581
H 0.33622 -2.09647 1.76413
H 1.61549 1.72496 0.18526
H 2.82463 1.11315 -0.50135
O 2.33780 1.93890 -0.42364
H 1.91540 1.05461 -2.88095
H 2.36413 -0.35624 -2.77092
O 1.55430 0.15610 -2.86687
*
```

Electronic structure analysis, Mulliken charges in units of e: number 1, C, carries -0.692; number 2, C, carries -0.194; number 3, N, carries -0.284; number 4, C, carries -0.439; number 5, C, carries -1.050; number 6, H, carries 0.258; number 7, H, carries 0.202; number 8, H, carries 0.342; number 9, H, carries 0.321; number 10, H, carries 0.307; number 11, H, carries 0.291; number 12, H, carries 0.357; number 13, H, carries 0.268; number 14, H, carries 0.326; number 15, H, carries 0.354; number 16, H, carries 0.292; number 17, O, carries -0.657; number 18, H, carries 0.325; number 19, H, carries 0.299; number 20, O, carries -0.624



Molecular formula: C4H13NO2
Method: DFT, ωB97M-V with the def2-TZVPD basis set

Computed properties:
DFT total energy in Ha: -365.39285
HOMO-LUMO gap in eV: 9.6
ΔE to the lowest compared entry with this formula, charge and spin in eV: 1.351

```
! RIJCOSX wB97M-V def2-TZVPD def2/J DEFGRID3
* xyz 0 1
C -1.76398 -0.96529 0.64897
N -0.71578 -0.97358 1.67259
C 0.56683 -0.96790 0.97756
C 0.41499 -0.30914 -0.39934
C -1.10240 -0.23708 -0.64829
H -2.66623 -0.50606 0.99708
H -1.81345 -1.96585 0.23717
H -0.71666 -0.08230 2.15784
H 0.83830 -2.03977 0.85462
H 1.38860 -0.53963 1.57342
H 0.85006 0.65510 -0.59142
H 0.95529 -1.03902 -1.04390
H -1.27341 -0.70464 -1.63653
H -1.55749 0.74019 -0.66098
H 1.10830 1.05981 -3.10996
H 1.42327 -0.36766 -2.51176
O 1.79839 0.42929 -2.89565
H 0.87879 3.32388 1.15408
H 0.36994 2.10351 1.93765
O 1.01667 2.38615 1.28685
*
```

Electronic structure analysis, Mulliken charges in units of e: number 1, C, carries -0.624; number 2, N, carries -0.439; number 3, C, carries -1.101; number 4, C, carries -0.223; number 5, C, carries -0.476; number 6, H, carries 0.410; number 7, H, carries 0.263; number 8, H, carries 0.290; number 9, H, carries 0.353; number 10, H, carries 0.334; number 11, H, carries 0.647; number 12, H, carries 0.020; number 13, H, carries 0.266; number 14, H, carries 0.291; number 15, H, carries 0.299; number 16, H, carries 0.343; number 17, O, carries -0.645; number 18, H, carries 0.293; number 19, H, carries 0.293; number 20, O, carries -0.595